Record 1
Density functional theory data (ωB97M-V/def2-TZVPD) for a structure of composition C27H37N5O2Ru in a non-equilibrium geometry.

Values from the calculation:
HOMO (spin up / spin down) in eV: -12.11 / -12.04
Strongest force on any atom in eV/A: 1.5
⟨S²⟩: 6.063
Calculated total energy in eV: -42710.689

Structure (ORCA input):
```
! wB97M-V def2-TZVPD RIJCOSX def2/J DEFGRID3
* xyz 2 5
Ru 0.0153 1.0643 0.3370
C 0.2737 -0.3522 3.1573
N -0.0612 0.9573 2.5324
C -1.4672 1.3195 2.8685
C -2.5258 0.3138 2.4064
C -2.6489 0.1182 0.8730
N -1.9708 1.2016 0.1836
C -2.6204 2.0234 -0.5546
C -2.1180 3.2557 -1.1104
C -2.9135 3.9528 -2.0097
C -2.5547 5.2112 -2.4720
C -1.3763 5.8350 -2.0087
C -0.5697 5.1991 -1.1159
C -0.8805 3.8754 -0.6474
O -0.1058 3.3227 0.1835
C 0.8484 2.0272 3.0321
C 2.3183 1.8315 2.6627
C 2.6525 2.0337 1.1874
N 2.0054 1.0884 0.2675
C 2.7303 0.5885 -0.6891
C 2.2781 -0.0582 -1.8725
C 3.2555 -0.5918 -2.7399
C 2.9249 -1.0923 -3.9690
C 1.5834 -1.0641 -4.3907
C 0.6041 -0.5551 -3.5784
C 0.9094 -0.0315 -2.2997
O -0.0574 0.4814 -1.5980
H -0.4418 -0.5879 3.9448
H 1.2529 -0.3281 3.6228
H 0.2598 -1.1457 2.4114
H -1.6691 2.3005 2.4373
H -1.5570 1.4138 3.9559
H -3.4731 0.6881 2.7943
H -2.3527 -0.6583 2.8659
H -3.7021 0.0648 0.5916
H -2.1641 -0.8170 0.5757
H -3.6715 1.8150 -0.7563
H -3.8353 3.5023 -2.3573
H -3.1861 5.7281 -3.1817
H -1.1151 6.8221 -2.3652
H 0.3373 5.6568 -0.7439
H 0.7565 2.0807 4.1220
H 0.5079 2.9781 2.6182
H 2.6995 0.8646 2.9910
H 2.8806 2.5918 3.2062
H 3.7370 1.9922 1.0673
H 2.3215 3.0318 0.8867
H 3.8105 0.7237 -0.6334
H 4.2914 -0.5876 -2.4220
H 3.6919 -1.4774 -4.6259
H 1.3200 -1.4452 -5.3685
H -0.4275 -0.5035 -3.9013
C 1.1304 -2.7897 0.2480
C 1.4610 -4.3252 0.1293
N 0.2256 -5.0312 -0.1278
C -0.3676 -4.5890 -1.3718
C -0.7360 -3.0653 -1.2229
N -0.3087 -2.6091 0.0948
C -1.0285 -3.3473 1.1288
C -0.6975 -4.8795 0.9753
H 1.6446 -2.2244 -0.5312
H 1.4422 -2.4075 1.2241
H 1.9019 -4.6902 1.0572
H 2.1568 -4.5103 -0.6895
H -1.2585 -5.1802 -1.5833
H 0.3469 -4.7358 -2.1823
H -1.8139 -2.9171 -1.3179
H -0.2348 -2.4765 -1.9907
H -2.1006 -3.1735 1.0078
H -0.7239 -2.9931 2.1171
H -1.6050 -5.4501 0.7794
H -0.2349 -5.2644 1.8842
*
```

Record 2
Density functional theory data (ωB97M-V/def2-TZVPD) for a structure of composition C27H38AuN6S in a non-equilibrium geometry.

Values from the calculation:
HOMO (spin up / spin down) in eV: -9.20 / -9.22
Strongest force on any atom in eV/A: 1.1
⟨S²⟩: 2.099
ΔE to the lowest compared entry with this formula, charge and spin in kcal per mole: 2.7
Calculated total energy in eV: -52074.283

Structure (ORCA input):
```
! wB97M-V def2-TZVPD RIJCOSX def2/J DEFGRID3
* xyz 1 3
Au -1.0406 -0.7139 -0.1622
C 2.3763 -2.3226 0.5246
C 2.2346 -1.5432 1.8391
C 0.7959 -1.4461 2.3734
N 0.0036 -0.3806 1.7979
C -0.4677 0.6468 2.4500
C 0.0120 0.9945 3.7426
C -0.2514 2.0740 4.5567
C -1.0141 3.2083 4.3009
C -1.7609 3.4842 3.1545
C -2.0371 2.6677 2.0870
C -1.6021 1.3487 1.7800
N -2.2129 0.6477 0.8535
C -3.4931 1.0499 0.2978
C -4.1567 -0.0207 -0.5920
C -3.9756 -1.4900 -0.1731
N -2.7205 -1.9619 -0.7089
C -2.2898 -3.2129 -0.7195
C -3.0020 -4.2812 -0.1536
C -2.7371 -5.6443 -0.1976
C -1.8392 -6.3347 -0.9869
C -0.9626 -5.7901 -1.9271
C -0.5755 -4.4818 -2.0932
C -0.9365 -3.3432 -1.3210
N -0.1657 -2.2816 -1.2140
C 1.1900 -2.2123 -1.7379
C 2.1165 -1.5009 -0.7515
H 3.3841 -2.7377 0.4772
H 1.6902 -3.1748 0.5613
H 2.8198 -2.0536 2.6061
H 2.6498 -0.5371 1.7344
H 0.2725 -2.3735 2.1200
H 0.8192 -1.3915 3.4645
H 0.7302 0.2962 4.1501
H 0.2521 2.0555 5.5161
H -1.0165 3.9684 5.0719
H -2.2238 4.4632 3.1183
H -2.6903 3.0976 1.3387
H -4.1619 1.2940 1.1289
H -3.3797 1.9568 -0.3087
H -5.2210 0.2140 -0.6301
H -3.7660 0.0644 -1.6066
H -4.0177 -1.5930 0.9208
H -4.7950 -2.0819 -0.5942
H -3.8595 -3.9814 0.4375
H -3.3756 -6.2560 0.4300
H -1.8617 -7.4149 -0.9173
H -0.4839 -6.5036 -2.5883
H 0.1426 -4.2907 -2.8802
H 1.5818 -3.2120 -1.9358
H 1.1711 -1.6543 -2.6799
H 3.0580 -1.2895 -1.2613
H 1.6686 -0.5400 -0.4935
C 3.4917 4.5923 -0.8975
N 2.8597 3.3045 -0.6261
C 3.0546 2.8420 0.7381
C 1.8062 2.8610 -1.3621
S 0.5185 2.0324 -0.6280
N 1.8536 3.0826 -2.6908
C 0.6948 2.9056 -3.5512
C 3.0967 3.3014 -3.4125
H 3.3132 5.2611 -0.0521
H 3.0712 5.0512 -1.7863
H 4.5703 4.4807 -1.0223
H 4.0916 3.0345 1.0162
H 2.8563 1.7767 0.8003
H 2.3957 3.3577 1.4435
H -0.2145 2.9854 -2.9685
H 0.7100 1.9271 -4.0383
H 0.7028 3.6821 -4.3181
H 3.9550 3.0829 -2.7833
H 3.1741 4.3245 -3.7878
H 3.1231 2.6298 -4.2722
*
```

Record 3
Density functional theory data (ωB97M-V/def2-TZVPD) for an isolated molecule of C27H38N2O5 in a non-equilibrium geometry.

Values from the calculation:
HOMO in eV: -5.82
Strongest force on any atom in eV/A: 5.9
Calculated total energy in eV: -41828.954

Structure (ORCA input):
```
! wB97M-V def2-TZVPD RIJCOSX def2/J DEFGRID3
* xyz 0 1
C 2.7618 2.1979 2.8777
C 2.5263 0.7292 2.6546
O 1.1824 0.6147 2.1058
C 0.8376 -0.6696 1.9197
C -0.6023 -0.9182 1.4512
C -1.1280 -2.1202 2.3826
C -1.0207 -1.8881 3.8645
C -0.3903 -3.4025 1.9976
C -1.3478 0.3731 1.7268
O -1.0508 1.4630 1.2672
O -2.4849 0.1425 2.3869
C -3.4055 1.2758 2.4970
C -3.0827 2.1066 3.7035
O 1.6423 -1.5605 2.1735
H 3.7726 2.3433 3.2760
H 2.6984 2.7621 1.9389
H 2.0552 2.6212 3.6046
H 3.2201 0.3190 1.9106
H 2.6161 0.1692 3.5987
H -2.1884 -2.2432 2.1498
H -1.5663 -0.9950 4.1767
H -1.4935 -2.7607 4.3386
H 0.0230 -1.8330 4.1966
H -0.5681 -3.7409 0.9633
H 0.6811 -3.2121 2.1326
H -0.6771 -4.2205 2.6744
H -3.3180 1.8545 1.5718
H -4.3718 0.7710 2.5582
H -3.8080 2.9172 3.7641
H -3.1454 1.5117 4.6180
H -2.0865 2.5462 3.6070
C -0.6343 2.4106 -1.8363
N 0.6504 2.0714 -2.4153
C 1.3982 0.9624 -2.1961
C 0.9702 -0.0727 -1.2523
C -0.4185 -0.4525 -1.3083
C -1.1201 -0.9503 -0.2227
C -2.5981 -1.1316 -0.5059
C -3.4048 -2.0410 0.2119
C -4.8004 -2.0162 0.1074
C -5.4289 -1.2148 -0.8491
C -4.6419 -0.4509 -1.7106
C -3.2473 -0.4263 -1.5558
O 1.7736 -0.6368 -0.4420
N 2.5129 1.0734 -2.9574
C 3.5814 0.0390 -3.0890
C 4.5627 0.4737 -4.1605
C 2.9548 -1.2986 -3.4809
C 4.2988 -0.1153 -1.7601
C 2.4454 2.2561 -3.6693
C 1.3012 2.8821 -3.3233
H -0.7964 3.4892 -1.9649
H -1.4576 1.8970 -2.3533
H -0.6599 2.1559 -0.7696
H -0.8441 -0.4887 -2.3322
H -0.5601 -1.8267 0.2613
H -2.9428 -2.8470 0.7941
H -5.3839 -2.6619 0.7694
H -6.5147 -1.1967 -0.9276
H -5.0991 0.1290 -2.5117
H -2.6761 0.1400 -2.2919
H 5.0661 1.4099 -3.8916
H 5.3396 -0.2961 -4.2573
H 4.0787 0.5806 -5.1410
H 2.3033 -1.6724 -2.6865
H 2.3859 -1.1990 -4.4137
H 3.7634 -2.0255 -3.6436
H 3.6029 -0.4427 -0.9890
H 5.0783 -0.8790 -1.8639
H 4.7553 0.8310 -1.4562
H 3.2244 2.5668 -4.3435
H 0.9006 3.8208 -3.6601
*
```

Which of these has the highest calculated total energy?
C27H38N2O5

The highest strongest force on any atom belongs to which entry?
C27H38N2O5